14
Properties=species:S:1:pos:R:3 method="wB97M-V/def2-TZVPD" smiles="C=C(CO)OC" e_homo_ev=-9.0 homo_lumo_gap_ev=9.9509 multiplicity=1 total_energy_ha=-307.64120
C 0.457 0.874 1.257
C -0.060 -0.039 0.434
C -1.040 -1.103 0.874
O -2.043 -1.355 -0.080
O 0.226 -0.219 -0.884
C 0.974 0.769 -1.571
H 0.082 0.932 2.273
H 1.244 1.566 0.978
H -0.476 -2.022 1.106
H -1.536 -0.779 1.791
H -1.585 -1.484 -0.922
H 1.989 0.408 -1.763
H 1.023 1.704 -1.010
H 0.472 0.961 -2.521

***

16
Properties=species:S:1:pos:R:3 method="wB97M-V/def2-TZVPD" smiles="CCC(C)=O.O" e_homo_ev=-9.9 homo_lumo_gap_ev=10.7493 multiplicity=1 total_energy_ha=-308.88066
C 1.084 -0.919 -1.334
C 0.294 0.259 -0.711
C -0.240 -0.230 0.613
C -1.475 -1.096 0.566
O 0.319 -0.001 1.671
H 2.137 -0.657 -1.463
H 1.051 -1.789 -0.667
H 0.685 -1.239 -2.303
H 0.922 1.133 -0.534
H -0.533 0.554 -1.362
H -1.725 -1.399 -0.454
H -1.330 -1.973 1.200
H -2.313 -0.518 0.972
O 0.004 2.759 1.234
H 0.305 1.925 1.631
H 0.814 3.192 0.943

***

32
Properties=species:S:1:pos:R:3 method="wB97M-V/def2-TZVPD" e_homo_ev=-8.9 homo_lumo_gap_ev=7.8574 multiplicity=1 total_energy_ha=-2017.87145
Cl -2.001 3.143 -0.367
B -2.046 1.426 -1.058
Cl -3.711 0.976 -1.768
Cl -0.727 1.229 -2.398
O -1.692 0.529 0.081
C -1.357 -0.700 0.011
C -1.233 -1.504 1.213
C -1.232 -2.915 1.108
C -1.051 -3.716 2.230
C -0.870 -3.154 3.502
C -0.933 -1.759 3.611
C -1.124 -0.929 2.501
H -1.219 -1.193 -0.966
H -1.372 -3.338 0.100
H -1.041 -4.801 2.114
H -0.688 -3.786 4.373
H -0.821 -1.298 4.594
H -1.165 0.156 2.584
C 1.473 -2.449 -1.351
C 1.718 -1.095 -0.788
N 0.990 -0.372 0.004
C 1.707 0.901 0.243
C 3.011 0.816 -0.564
N 2.880 -0.498 -1.130
H 2.337 -2.697 -1.970
H 1.371 -3.174 -0.543
H 0.562 -2.451 -1.950
H 1.064 1.732 -0.091
H 1.919 0.987 1.323
H 3.083 1.552 -1.373
H 3.926 0.861 0.036
H 3.558 -0.880 -1.764

***

7
Properties=species:S:1:pos:R:3 method="wB97M-V/def2-TZVPD" smiles=ClPC(Cl)Cl e_homo_ev=-9.5 homo_lumo_gap_ev=8.8428 multiplicity=1 total_energy_ha=-1761.18343
Cl 2.699 1.009 0.316
P 0.709 0.937 -0.478
C -0.767 -0.553 -0.129
Cl -0.211 -1.956 -0.992
Cl -1.452 -0.827 1.380
H 0.286 1.417 0.770
H -1.264 -0.027 -0.867

***

63
Properties=species:S:1:pos:R:3 method="wB97M-V/def2-TZVPD" total_charge=-1 e_homo_ev=-5.3 homo_lumo_gap_ev=7.6417 multiplicity=1 total_energy_ha=-2815.35516
C 0.130 -5.489 -1.493
C -0.243 -4.338 -1.546
In -1.110 -2.234 -1.380
C -3.242 -2.483 -0.718
C -3.958 -1.145 -0.333
O -4.310 -0.351 -1.514
C -5.207 0.607 -1.060
C -4.707 1.917 -0.348
O -6.391 0.470 -1.176
C -0.893 -1.342 -3.467
O -0.185 -0.050 -3.373
C -0.932 0.998 -3.770
F -2.213 1.008 -3.310
F -0.936 1.096 -5.146
F -0.338 2.131 -3.242
C 0.147 -1.177 0.160
C 0.182 0.396 0.020
C -0.466 1.034 1.308
Cl 1.960 0.902 0.044
H 0.224 -6.551 -1.211
H -3.217 -3.118 0.213
H -3.781 -3.057 -1.513
H -3.406 -0.550 0.442
H -4.945 -1.429 0.140
H -5.463 2.292 0.384
H -3.755 1.725 0.217
H -4.507 2.690 -1.138
H -0.212 -2.021 -4.054
H -1.852 -1.306 -4.037
H 1.180 -1.617 0.132
H -0.265 -1.437 1.166
H -0.346 0.724 -0.903
H -0.296 2.143 1.364
H -1.565 0.806 1.366
H 0.036 0.584 2.205
C 3.855 3.333 -4.443
C 3.775 2.985 -2.971
O 5.065 3.111 -2.340
C 5.455 4.352 -2.046
O 4.819 5.344 -2.267
C 6.818 4.324 -1.350
F 7.702 3.537 -1.991
F 6.721 3.857 -0.091
F 7.373 5.543 -1.271
H 4.614 2.725 -4.939
H 2.892 3.166 -4.929
H 4.138 4.377 -4.589
H 3.473 1.944 -2.857
H 3.034 3.593 -2.449
C 0.534 -2.643 7.153
C 0.842 -3.091 5.738
O -0.341 -3.083 4.924
C -0.737 -1.883 4.481
O -0.183 -0.849 4.717
C -1.979 -2.032 3.599
F -2.917 -2.818 4.163
F -1.676 -2.580 2.412
F -2.569 -0.855 3.347
H -0.262 -3.256 7.583
H 1.422 -2.720 7.782
H 0.187 -1.610 7.174
H 1.203 -4.119 5.750
H 1.623 -2.480 5.281

***

17
Properties=species:S:1:pos:R:3 method="wB97M-V/def2-TZVPD" smiles="CC=O.CCN" e_homo_ev=-9.4 homo_lumo_gap_ev=10.4760 multiplicity=1 total_energy_ha=-288.95783
C 6.001 -2.049 -0.082
C 5.046 -1.692 -1.168
O 5.134 -0.783 -1.948
H 6.983 -1.642 -0.282
H 6.064 -3.102 0.153
H 5.639 -1.503 0.799
H 4.146 -2.344 -1.255
C -4.598 1.840 1.028
C -4.064 0.832 0.048
N -2.788 1.252 -0.598
H -4.282 1.595 2.051
H -4.262 2.866 0.850
H -5.683 1.906 1.076
H -4.012 -0.171 0.503
H -4.753 0.537 -0.750
H -2.433 1.973 0.037
H -2.137 0.486 -0.462

***

19
Properties=species:S:1:pos:R:3 method="wB97M-V/def2-TZVPD" e_homo_ev=-7.0 homo_lumo_gap_ev=7.0923 multiplicity=1 total_energy_ha=-423.00876
C -1.263 1.230 -0.105
C -0.957 2.131 -1.122
C -0.756 -0.025 -0.122
C 0.734 0.765 -1.887
C 0.219 -0.287 2.179
C 0.744 -1.919 0.329
C -0.303 -0.961 0.906
O -0.040 1.830 -2.050
O 1.198 0.225 -2.983
H -2.000 1.568 0.616
H -1.295 3.150 -1.148
H 0.548 -1.033 2.895
H -0.555 0.319 2.640
H 1.061 0.355 1.938
H 0.358 -2.410 -0.557
H 1.018 -2.673 1.061
H 1.630 -1.356 0.047
H -1.198 -1.551 1.156
H 0.856 0.642 -3.794

***

19
Properties=species:S:1:pos:R:3 method="wB97M-V/def2-TZVPD" smiles="CC(=O)NO.O=CO.N" e_homo_ev=-9.6 homo_lumo_gap_ev=10.3670 multiplicity=1 total_energy_ha=-530.73056
C 1.117 -2.140 0.600
C 0.051 -1.224 -0.098
O -1.064 -1.506 -0.475
N 0.508 -0.029 -0.232
O -0.248 0.947 -0.877
H 1.342 -2.986 -0.024
H 0.682 -2.585 1.451
H 1.872 -1.557 1.083
H 1.370 0.477 0.003
H -0.975 1.145 -0.178
O -2.349 1.098 0.926
C -3.245 0.800 0.202
O -3.486 -0.166 -0.584
H -4.072 1.560 0.276
H -2.649 -0.724 -0.713
N 2.729 1.523 -0.281
H 3.603 1.487 -0.645
H 2.042 1.802 -0.963
H 2.772 2.078 0.532

***

13
Properties=species:S:1:pos:R:3 method="wB97M-V/def2-TZVPD" total_charge=+1 e_homo_ev=-14.2 homo_lumo_gap_ev=8.8291 multiplicity=1 total_energy_ha=-248.77274
C -1.136 0.111 -2.492
N -1.308 1.017 -1.561
H -1.871 0.215 -3.386
H -0.360 -0.746 -2.518
H -0.715 0.994 -0.720
H -2.006 1.775 -1.640
O -0.042 0.423 0.804
C 1.006 0.308 1.380
C 1.234 -1.039 1.940
H 1.761 1.300 1.513
H 0.207 -1.246 2.535
H 1.873 -1.185 2.887
H 1.359 -1.925 1.257

***

10
Properties=species:S:1:pos:R:3 method="wB97M-V/def2-TZVPD" smiles="C=O.CS" e_homo_ev=-9.0 homo_lumo_gap_ev=9.9916 multiplicity=1 total_energy_ha=-553.16726
C -4.690 -3.534 2.957
O -4.586 -2.405 3.229
H -5.417 -3.984 2.258
H -4.015 -4.311 3.435
C 3.277 2.592 -2.355
S 2.880 1.072 -1.488
H 4.084 3.089 -1.712
H 3.601 2.370 -3.463
H 2.438 3.334 -2.461
H 2.427 1.777 -0.399

***

16
Properties=species:S:1:pos:R:3 method="wB97M-V/def2-TZVPD" smiles="CCC(=O)CON" e_homo_ev=-9.1 homo_lumo_gap_ev=9.8733 multiplicity=1 total_energy_ha=-362.94053
C -1.151 -0.446 -1.644
C -1.248 -0.972 -0.227
C -0.427 -0.042 0.725
O -0.947 0.949 1.234
C 0.945 -0.552 0.984
O 1.661 0.589 0.157
N 1.842 1.793 0.899
H -1.351 0.629 -1.690
H -0.154 -0.625 -2.056
H -1.885 -0.956 -2.277
H -0.919 -2.010 -0.158
H -2.285 -0.950 0.121
H 1.196 -1.463 0.441
H 1.177 -0.601 2.052
H 0.936 2.274 0.856
H 2.611 2.382 0.584

***

11
Properties=species:S:1:pos:R:3 method="wB97M-V/def2-TZVPD" e_homo_ev=-10.0 homo_lumo_gap_ev=10.9087 multiplicity=1 total_energy_ha=-285.25555
C -0.914 -0.682 0.676
C 0.562 -0.418 0.685
C 1.299 0.051 -0.310
O 0.784 0.437 -1.567
C -1.106 2.062 -1.392
N -0.216 1.295 -1.455
H -1.460 0.083 1.240
H -1.324 -0.710 -0.335
H -1.106 -1.647 1.154
H 1.105 -0.639 1.602
H 2.376 0.168 -0.298

***

Question: Look up the multiplicity of the third one.
Answer: 1

***

Question: What is the multiplicity in the fifth record?
Answer: 1

***

Question: Which value of multiplicity does entry 2 give?
Answer: 1